Model one:
This record from the Open Molecules 2025 dataset describes a single C6H10N4 molecule. The level of theory is ωB97M-V/def2-TZVPD.

Properties
- structure (SMILES) = [H]/N=C(\N)n1nc(C)cc1C
- lowest unoccupied orbital energy (eV) = 0.90
- Kohn-Sham gap (eV) = 9.831

ORCA input file:
```
! wB97M-V def2-TZVPD RIJCOSX def2/J DEFGRID3
* xyz 0 1
C 2.97672 -0.99198 -0.17892
C 1.68907 -0.35233 -0.20371
C 1.35083 1.04515 -0.25011
C 0.00879 1.12344 0.04152
C -0.93123 2.27412 0.26922
C -1.66643 -0.67954 -0.17550
H 3.16161 -1.53398 -1.12501
H 2.99440 -1.71932 0.67326
H 3.78147 -0.24794 -0.00147
H 2.15153 1.73086 -0.25367
H -1.39727 2.27122 1.27314
H -0.23184 3.07320 0.12359
H -1.63577 2.21427 -0.50660
H -1.49327 -2.39816 1.09344
H -2.96856 -2.12002 0.35403
H -3.59843 -0.30137 -0.63310
N -0.37837 -0.21959 0.01702
N 0.62959 -1.11100 0.05266
N -1.91362 -2.03808 0.19263
N -2.52921 -0.01895 -0.76244
*
```

---

Model two:
This record from the Open Molecules 2025 dataset describes a single C6H10N4 molecule. The level of theory is ωB97M-V/def2-TZVPD.

Properties
- structure (SMILES) = Nc1cc(N)c(N)cc1N
- lowest unoccupied orbital energy (eV) = 0.99
- Kohn-Sham gap (eV) = 8.093

ORCA input file:
```
! wB97M-V def2-TZVPD RIJCOSX def2/J DEFGRID3
* xyz 0 1
C 1.24794 -0.67272 -0.09214
C 0.05647 -1.39065 -0.11109
C -1.18479 -0.74410 -0.16838
C -1.25198 0.64603 -0.07109
C -0.05673 1.37677 -0.05087
C 1.16932 0.73689 -0.14553
H 2.62121 -2.14978 -0.64939
H 2.81678 -1.54312 0.95079
H 0.10672 -2.48848 -0.01229
H -2.41372 -2.25508 0.44303
H -3.22952 -0.92585 -0.26696
H -2.79170 1.33632 0.92350
H -2.41653 2.30424 -0.38532
H -0.04439 2.44257 0.12408
H 3.12599 0.86638 0.08833
H 2.25853 2.44670 0.13537
N 2.54325 -1.27635 -0.03191
N -2.37323 -1.53925 -0.27084
N -2.50698 1.34589 -0.09011
N 2.32337 1.48357 -0.31918
*
```

---

Most stable: model two

---

Model one:
This record from the Open Molecules 2025 dataset describes 2 unconnected molecules or ions with the total composition C4H10N3. The level of theory is ωB97M-V/def2-TZVPD.

Properties
- lowest unoccupied orbital energy (spin up / spin down) (eV) = -4.85 / -4.85
- Kohn-Sham gap (spin up / spin down) (eV) = 7.393 / 7.397

ORCA input file:
```
! wB97M-V def2-TZVPD RIJCOSX def2/J DEFGRID3
* xyz 1 1
C 1.02181 0.04189 0.83999
C -0.21122 0.01039 -1.56837
C 0.41573 0.44545 2.03726
C -1.60515 -0.41008 -1.28156
N 0.60181 0.29733 -2.35574
N 1.74267 0.48992 -2.77131
N -0.38000 -0.45298 2.60657
H 1.36435 -0.98248 0.70174
H 1.72364 0.79840 0.48048
H 0.25220 0.04185 -0.11636
H 0.56692 1.45654 2.38119
H -2.40346 0.41741 -1.38964
H -1.56076 -0.73078 -0.21562
H -1.97018 -1.27274 -1.84851
H -0.49646 -1.33128 2.24220
H 1.84711 1.44682 -3.14568
H -0.90901 -0.26567 3.40336
*
```

---

Model two:
This record from the Open Molecules 2025 dataset describes a gas-phase ion, C4H10N3 (charge +1). The level of theory is ωB97M-V/def2-TZVPD.

Properties
- structure (SMILES) = C[C@H]1N=[N+](C)CN1
- lowest unoccupied orbital energy (spin up / spin down) (eV) = -6.60 / -6.60
- Kohn-Sham gap (spin up / spin down) (eV) = 6.965 / 6.966

ORCA input file:
```
! wB97M-V def2-TZVPD RIJCOSX def2/J DEFGRID3
* xyz 1 1
C -0.76268 1.05206 0.39517
C 1.05548 -0.00245 -0.58505
C 2.35261 -0.65086 0.05860
C -2.40704 -0.67784 0.00075
N 0.04476 -0.91024 -0.63575
N 0.63570 1.20867 0.07585
N -1.13271 -0.16610 -0.16679
H -0.81773 1.00087 1.48559
H -1.25531 1.93687 -0.00484
H 1.30821 0.06031 -1.71944
H 2.15871 -0.96060 1.12035
H 3.16084 0.06354 0.02309
H 2.55561 -1.53215 -0.38389
H -2.62776 -0.83963 1.13989
H -2.57297 -1.58184 -0.52797
H -2.99677 0.09223 -0.46653
H 1.30104 1.90717 0.19097
*
```

---

Model three:
This record from the Open Molecules 2025 dataset describes a molecular structure, C4H10N3. The level of theory is ωB97M-V/def2-TZVPD.

Properties
- lowest unoccupied orbital energy (eV) = -4.34
- Kohn-Sham gap (eV) = 8.205

ORCA input file:
```
! wB97M-V def2-TZVPD RIJCOSX def2/J DEFGRID3
* xyz 1 1
C -0.39290 -1.32505 1.03662
C 0.09043 -0.06419 0.84682
C -0.36996 0.70450 -0.23868
C 0.13759 2.03230 -0.65706
N -0.69041 -2.40353 1.42289
N 1.07191 0.36580 1.74832
N -1.31642 0.09260 -1.03418
H 0.55715 -1.63153 -1.17113
H 0.91819 1.96960 -1.40960
H 0.53374 2.77672 0.17429
H -0.80958 2.42226 -1.17678
H -0.80835 -3.40598 1.52298
H 1.98557 0.60520 1.23894
H 1.29527 -0.30449 2.50763
H -1.57524 0.75100 -1.83097
H -1.55564 -0.80192 -1.10309
H 0.92865 -1.78329 -1.87702
*
```

---

Model four:
This record from the Open Molecules 2025 dataset describes 2 unconnected molecules or ions with the total composition C4H10N3. The level of theory is ωB97M-V/def2-TZVPD.

Properties
- lowest unoccupied orbital energy (spin up / spin down) (eV) = -5.47 / -4.33
- Kohn-Sham gap (spin up / spin down) (eV) = 8.357 / 9.817

ORCA input file:
```
! wB97M-V def2-TZVPD RIJCOSX def2/J DEFGRID3
* xyz 1 1
C 2.55814 1.42625 0.16148
C -0.39598 -0.13949 -0.24850
C 0.57985 -2.36400 -0.55607
C -2.14434 1.26743 0.58253
N 2.38212 0.29926 -0.33772
N -0.56049 -1.38353 -0.30104
N -0.99442 1.00569 -0.15408
H 3.46595 1.95901 -0.08869
H 1.82083 2.00585 0.81238
H 0.73714 -3.00832 0.31998
H 0.25095 -3.12573 -1.39556
H 1.62295 -1.87273 -0.69256
H -2.86348 1.90361 -0.07884
H -2.00501 1.84234 1.52591
H -2.66794 0.36788 0.90775
H -1.42653 -1.99537 -0.33141
H -0.35976 1.81185 -0.12552
*
```

---

Most stable: model three

---

Model one:
This record from the Open Molecules 2025 dataset describes a gas-phase ion, C4H10N3 (charge +1). The level of theory is ωB97M-V/def2-TZVPD.

Properties
- structure (SMILES) = [H]/N=[N+](\NC)C(=C)C
- lowest unoccupied orbital energy (eV) = -5.42
- Kohn-Sham gap (eV) = 9.152

ORCA input file:
```
! wB97M-V def2-TZVPD RIJCOSX def2/J DEFGRID3
* xyz 1 1
C 2.20293 0.94824 0.16700
C 1.19268 0.12467 -0.12887
C 1.51950 -1.35021 -0.11117
C -2.46615 0.03359 0.04380
N -0.32489 1.76191 -0.01711
N -1.09766 -0.48026 -0.10922
N -0.17725 0.54237 -0.12236
H 2.04007 1.96361 0.40885
H 3.14473 0.62008 0.32203
H 0.93641 -1.92078 0.57495
H 2.53118 -1.39750 -0.09450
H 1.12790 -1.74674 -1.01359
H -2.63668 0.43841 0.97300
H -2.62908 0.67552 -0.70552
H -3.08226 -0.86128 0.12318
H -1.27394 2.06953 0.12444
H -1.00749 -1.42116 -0.43491
*
```

---

Model two:
This record from the Open Molecules 2025 dataset describes a gas-phase ion, C4H10N3 (charge +1). The level of theory is ωB97M-V/def2-TZVPD.

Properties
- structure (SMILES) = [H]/N=C(\C)C(=[NH2+])NC
- lowest unoccupied orbital energy (eV) = -3.71
- Kohn-Sham gap (eV) = 10.647

ORCA input file:
```
! wB97M-V def2-TZVPD RIJCOSX def2/J DEFGRID3
* xyz 1 1
C -1.36038 -0.54413 0.01203
C 0.22756 0.06162 0.13846
C -2.45090 0.33181 0.43280
C 2.63326 -0.57528 -0.00009
N -1.43496 -1.59629 -0.60514
N 1.16830 -0.82919 -0.05881
N 0.37861 1.36160 0.27480
H -2.28159 1.38864 0.70222
H -3.28217 0.26295 -0.39846
H -2.86442 -0.12454 1.36513
H 2.87257 0.17649 0.92297
H 3.00126 -1.56269 0.24180
H 3.18000 -0.12025 -0.88887
H -2.27727 -2.10534 -0.81570
H 1.07501 -1.85910 -0.30850
H -0.36984 1.86020 0.69844
H 1.25286 1.81758 0.27396
*
```

---

Most stable: model two

---

Model one:
This record from the Open Molecules 2025 dataset describes 2 unconnected molecules or ions with the total composition C4H10N3. The level of theory is ωB97M-V/def2-TZVPD.

Properties
- lowest unoccupied orbital energy (spin up / spin down) (eV) = -6.00 / -5.05
- Kohn-Sham gap (spin up / spin down) (eV) = 7.895 / 8.604

ORCA input file:
```
! wB97M-V def2-TZVPD RIJCOSX def2/J DEFGRID3
* xyz 1 1
C 1.24560 0.04837 -1.08433
C 0.52686 1.06762 -0.55595
C 0.72263 -1.20474 -0.32339
C -1.49758 1.50853 0.91305
N -0.43172 -0.68376 0.47736
N 0.29593 -2.37853 -0.96288
N -0.36860 0.66080 0.47518
H 1.99710 0.17578 -1.80965
H 0.57149 2.04693 -0.70198
H 1.57816 -1.43652 0.41258
H -1.09836 2.46598 1.32769
H -2.12425 1.86858 0.13585
H -2.25972 1.02753 1.61428
H -0.49590 -1.27844 1.25292
H 1.05276 -2.93212 -1.31137
H -0.52591 -2.20523 -1.58539
H 0.81151 1.24922 1.72602
*
```

---

Model two:
This record from the Open Molecules 2025 dataset describes 2 unconnected molecules or ions with the total composition C4H10N3. The level of theory is ωB97M-V/def2-TZVPD.

Properties
- lowest unoccupied orbital energy (spin up / spin down) (eV) = -4.12 / -4.12
- Kohn-Sham gap (spin up / spin down) (eV) = 8.553 / 8.553

ORCA input file:
```
! wB97M-V def2-TZVPD RIJCOSX def2/J DEFGRID3
* xyz 1 1
C -0.10097 1.95387 -0.65042
C -0.82607 -0.86722 1.12484
C -0.44547 -1.43418 -0.26070
C 1.03062 -1.57071 -0.35273
N 1.71111 -0.38322 -0.31026
N 1.87155 0.69759 -0.20551
N -0.32408 3.00569 0.01477
H -0.62331 1.70934 -1.54450
H -1.93065 -0.86780 1.08647
H -0.30634 -1.61472 1.75048
H -0.28125 0.05635 1.12228
H -0.68944 -0.71637 -1.04836
H -1.01531 -2.40052 -0.35690
H 1.39320 -2.27444 0.42274
H 1.32453 -2.02774 -1.30877
H -1.08770 3.66523 -0.20383
H 0.29958 3.06886 0.72041
*
```

---

Most stable: model two